This record from the OMol25 dataset describes 2 unconnected molecules or ions with the total composition C13H14Cl4N2O2 at a distorted geometry. The level of theory is ωB97M-V/def2-TZVPD.

The geometry in XYZ format:
```
35
Properties=species:S:1:pos:R:3:forces:R:3
Cl 2.838 -1.588 0.949 -0.1093 -0.0064 0.1096
C 1.389 -0.741 1.258 0.0522 1.1532 -0.1473
C 1.354 0.613 1.390 0.2290 -1.1327 -0.1959
Cl 2.775 1.553 1.314 -0.0536 0.0759 0.0725
C 0.084 1.364 1.627 -0.0928 2.1574 1.4086
O 0.086 2.515 2.069 0.4253 -2.1436 -1.8578
C -1.179 0.580 1.477 0.2279 -1.1456 -2.0024
Cl -2.553 1.416 0.793 0.4407 -0.2761 0.6069
C -1.124 -0.787 1.455 -0.3148 0.7533 0.4150
Cl -2.533 -1.734 1.699 0.0143 0.0880 -0.4024
C 0.143 -1.562 1.327 -0.0469 -1.3005 0.3660
O 0.169 -2.788 1.257 -0.0822 2.0360 0.0700
C -2.697 4.015 4.308 -0.1474 0.0470 -0.3090
N -1.701 3.404 5.153 -0.3774 0.0777 0.3128
C -0.908 4.330 5.926 0.2289 0.1147 -0.1229
C -0.228 3.647 7.089 0.0984 0.0498 0.5481
C 0.422 2.347 6.678 0.1700 -0.2463 -0.3051
N -0.464 1.550 5.860 -0.2198 -0.2845 0.5255
C -0.153 0.145 5.774 0.0950 -0.2027 -0.0255
C -1.300 2.110 4.928 -0.1739 -0.9245 -1.8129
C -1.695 1.386 3.793 -0.6223 0.5520 2.5094
H -3.593 3.384 4.254 0.1808 0.0797 -0.0591
H -2.992 4.981 4.743 0.1298 -0.3300 -0.1203
H -2.322 4.195 3.290 -0.1151 -0.0206 0.0715
H -0.153 4.815 5.284 -0.0549 0.0118 0.0678
H -1.582 5.114 6.293 0.2188 -0.0984 -0.0321
H 0.553 4.302 7.478 -0.0823 0.0734 0.1119
H -0.942 3.462 7.899 0.0197 -0.0001 -0.1921
H 1.358 2.541 6.128 -0.0087 0.0594 0.1144
H 0.672 1.729 7.549 0.0606 0.3269 -0.0426
H -1.072 -0.452 5.691 0.2604 0.1662 -0.0501
H 0.512 -0.093 4.925 -0.1310 -0.0223 0.1023
H 0.361 -0.158 6.694 -0.1014 0.0859 -0.2190
H -1.475 0.313 3.772 -0.5169 0.7650 0.0890
H -2.470 1.841 3.175 0.3993 -0.5390 0.3955
```
Forces are in eV/Å.

Its LUMO energy is -2.014 eV. The highest occupied orbital energy comes out at -7.2 eV. As for the structure (SMILES): O=C1C(Cl)=C(Cl)C(=O)C(Cl)=C1Cl.C=C1N(C)CCCN1C. Its spin multiplicity is 1.

***

This record from the OMol25 dataset describes C3H3NO2 in the gas phase at a distorted geometry. The level of theory is ωB97M-V/def2-TZVPD.

The geometry in XYZ format:
```
9
Properties=species:S:1:pos:R:3:forces:R:3
C 1.000 -0.238 -1.227 -0.7096 3.0909 -1.8176
C 0.468 -1.482 0.860 2.0145 2.4543 0.8510
C -0.238 -0.160 0.670 -2.5423 -3.4594 1.6080
N 1.596 -1.235 -0.894 1.7850 -2.6838 -0.9032
O 0.442 -2.460 1.477 -1.5815 -2.3436 0.9440
O 0.039 0.446 -0.525 0.7640 0.1890 -1.6754
H 1.331 0.190 -2.211 -0.7546 0.2241 0.7833
H -1.390 -0.370 0.833 1.6581 1.2552 -0.2583
H 0.320 0.232 1.509 -0.6337 1.2732 0.4683
```
Forces are in eV/Å.

Its LUMO energy (alpha / beta) is 0.812 / -2.232 eV. The highest occupied orbital energy (alpha / beta) comes out at -5.7 / -11.2 eV. Its spin multiplicity is 3. Its expectation value of S² is 2.01.

***

This record from the OMol25 dataset describes C8H15NO4 in the gas phase at a distorted geometry. The level of theory is ωB97M-V/def2-TZVPD.

The geometry in XYZ format:
```
28
Properties=species:S:1:pos:R:3:forces:R:3
C -1.869 -0.574 -0.045 0.0075 -2.7965 0.1662
C -1.673 0.216 1.247 1.2896 -1.0811 0.0697
C -0.151 0.548 1.642 -1.6286 -0.5782 -0.0019
C 0.573 1.701 0.924 -1.0357 2.5561 0.8335
C 0.662 1.819 -0.633 -0.5541 1.1705 0.7342
C 1.868 1.230 -1.360 0.9069 -0.7752 2.1825
C 1.991 -0.302 -1.284 -0.7209 -0.0435 -1.5120
C 2.455 -0.851 0.020 -1.0552 -0.3226 0.5737
H -4.920 0.151 -0.316 2.6968 0.5755 -0.4017
H -3.004 -1.030 -1.514 -0.6278 -0.1065 -0.2945
H -2.223 1.112 1.188 -0.9275 1.0342 0.0645
H -2.199 -0.493 1.981 0.8922 1.1341 -0.6695
H -0.111 0.691 2.744 -0.2177 0.3604 -0.6775
H 0.384 -0.362 1.528 0.4590 -0.4483 -0.0122
H 1.543 1.801 1.431 -0.0057 -0.0533 -0.3888
H 0.011 2.691 1.228 0.9189 -1.7728 -0.3428
H -0.304 1.424 -0.938 -0.0224 -0.4063 -0.7704
H 0.562 2.928 -0.923 0.4326 -1.5148 0.5762
H 2.807 1.542 -0.857 -0.4690 0.6402 -0.5096
H 1.828 1.554 -2.364 0.2527 0.2944 -1.1658
H 0.967 -0.669 -1.480 0.7283 -0.4000 -0.3158
H 2.749 -0.689 -2.033 -1.0392 0.4782 0.5843
H 0.574 -1.657 0.367 2.0603 0.0735 -0.6756
N -3.206 -0.772 -0.552 1.9329 1.0822 0.4208
O -3.944 0.428 -0.510 -2.8229 -0.5261 0.2869
O -1.056 -1.390 -0.520 -0.7163 1.8470 0.9284
O 1.569 -1.727 0.592 -0.4141 -0.1656 0.3594
O 3.512 -0.600 0.533 -0.3204 -0.2556 -0.0422
```
Forces are in eV/Å.

Its LUMO energy is 0.208 eV. The highest occupied orbital energy comes out at -10.0 eV. As for the structure (SMILES): O=C(O)CCCCCCC(=O)NO. Its spin multiplicity is 1.

***

This record from the OMol25 dataset describes 4 unconnected molecules or ions with the total composition C3H13NO3 at a distorted geometry. The level of theory is ωB97M-V/def2-TZVPD.

The geometry in XYZ format:
```
20
Properties=species:S:1:pos:R:3:forces:R:3
C -1.756 -0.941 -1.525 0.1631 -0.1950 0.4857
C -0.304 -1.340 -1.383 -0.7787 0.3636 1.4101
C 0.620 -0.428 -1.086 0.3265 -0.2129 -1.8411
N 2.041 -0.662 -1.159 -0.3817 0.3744 1.5173
H -1.962 0.002 -1.019 0.1160 0.2175 -0.2437
H -2.026 -0.875 -2.579 -0.1944 -0.0191 0.0152
H -2.412 -1.648 -1.014 -0.0057 -0.1532 -0.2655
H -0.127 -2.404 -1.276 0.4392 -0.0535 -0.5941
H 0.294 0.610 -1.117 0.1325 0.0787 0.1243
H 2.500 0.238 -1.043 0.0188 -0.0160 -0.2927
H 2.289 -1.108 -0.273 0.1586 -0.3197 -0.2733
H 0.112 3.109 0.152 -0.3890 -0.1203 -0.0680
H -1.387 2.639 0.240 0.2175 -0.0806 -0.2417
O -0.690 3.128 0.689 0.1948 0.3671 0.2396
H 1.458 -1.656 2.297 0.3469 -0.0344 0.4236
H 2.518 -0.499 2.621 -0.0945 -0.5483 0.2246
O 1.736 -0.755 2.126 -0.2509 0.5901 -0.7012
H -1.175 1.528 2.128 -0.0225 -0.0720 0.0267
H -0.457 0.456 1.364 0.0165 -0.2472 0.1024
O -1.272 0.607 1.858 -0.0126 0.0807 -0.0481
```
Forces are in eV/Å.

Its LUMO energy is 0.451 eV. The highest occupied orbital energy comes out at -8.5 eV. As for the structure (SMILES): C/C=C/N.O.O.O. Its spin multiplicity is 1.

***

This record from the OMol25 dataset describes CH3O4P in the gas phase at a distorted geometry. The level of theory is ωB97M-V/def2-TZVPD.

The geometry in XYZ format:
```
9
Properties=species:S:1:pos:R:3:forces:R:3
C 1.810 -0.084 -0.539 1.9119 0.4385 0.2587
O 0.559 -0.430 -0.306 -1.0615 1.2174 -0.1077
O -1.634 -0.423 -1.195 -0.7070 0.1874 -0.6917
O 2.216 1.059 -0.690 -0.5692 -1.9196 0.0863
O -1.224 1.086 0.758 0.5306 -0.3231 -0.4247
P -0.661 0.771 -0.770 0.1569 -0.7659 1.0562
H 2.454 -1.040 -0.524 -0.5550 1.4406 -0.1253
H -1.686 -1.152 -0.572 -0.0030 -0.2034 0.2184
H -1.796 1.860 0.851 0.2964 -0.0719 -0.2702
```
Forces are in eV/Å.

Its LUMO energy is 0.635 eV. The highest occupied orbital energy comes out at -10.3 eV. As for the structure (SMILES): O=COP(O)O. Its spin multiplicity is 1.

***

This record from the OMol25 dataset describes 4 unconnected molecules or ions with the total composition C2H11O4 at a distorted geometry. The level of theory is ωB97M-V/def2-TZVPD.

The geometry in XYZ format:
```
17
Properties=species:S:1:pos:R:3:forces:R:3
C -0.010 1.772 -0.964 2.6625 3.3013 -0.7773
O -0.319 0.519 -0.746 -0.3126 0.0817 -0.2980
C 1.446 2.233 -0.656 2.6851 0.5999 -1.2592
H -0.574 2.520 -0.364 -0.8833 -0.6901 0.0478
H -0.100 2.246 -2.006 -1.1544 -1.2940 0.7127
H 1.612 3.214 -0.139 -0.9063 -0.6410 -0.4710
H 2.069 2.381 -1.671 -1.3998 -0.5711 2.1343
H 2.047 1.557 -0.032 -0.3939 -0.2620 -0.2804
H -1.847 -1.677 -0.889 -0.9080 -0.7148 0.1472
H -1.850 -0.341 -0.501 -1.4580 -0.1338 0.3600
O -2.500 -1.088 -0.468 1.8902 0.5368 -0.5383
H 1.325 -0.795 1.618 0.0934 -0.4944 0.3410
H 0.364 -0.563 0.525 -0.2110 -0.4765 -0.0180
O 0.607 -1.253 1.166 0.2401 0.7985 -0.1946
H -0.464 -3.050 1.163 -0.0753 -0.0204 0.5954
H -1.162 -3.768 2.390 0.4752 0.2358 -0.8713
O -0.642 -3.909 1.574 -0.3440 -0.2561 0.3696
```
Forces are in eV/Å.

Its LUMO energy (alpha / beta) is 0.371 / -3.398 eV. The highest occupied orbital energy (alpha / beta) comes out at -10.5 / -10.5 eV. Its spin multiplicity is 2. Its expectation value of S² is 0.76.

***

no.,DFT total energy (Ha)
1,-2604.427985
2,-321.128303
3,-669.479861
4,-402.533656
5,-682.285647
6,-383.633700